*one*
16
Properties=species:S:1:pos:R:3 method="wB97M-V/def2-TZVPD" charge=0 e_homo_ev=-8.876 smiles="[H]/N=C/O.C/C=C/O" lumo_energy_ev=0.9
C -1.52 1.27 -0.30
C -0.93 0.36 0.74
C -1.15 -0.95 0.81
O -0.61 -1.70 1.81
N 1.77 0.98 -0.69
C 2.22 -0.20 -0.78
O 1.42 -1.27 -0.81
H -0.75 1.95 -0.66
H -2.34 1.88 0.11
H -1.90 0.72 -1.16
H -0.26 0.80 1.47
H -1.82 -1.47 0.12
H 0.52 -0.93 -0.61
H -0.46 -2.59 1.48
H 2.54 1.65 -0.66
H 3.27 -0.51 -0.86



*two*
16
Properties=species:S:1:pos:R:3 method="wB97M-V/def2-TZVPD" charge=0 e_homo_ev=-8.587 smiles="CCC=O.C=NO" lumo_energy_ev=0.1
C -0.92 1.39 0.04
C -0.46 -1.18 -0.37
C 0.11 -1.39 1.02
N 0.23 1.93 -0.24
C 0.41 0.06 -1.39
O 1.22 1.63 0.74
O 0.11 0.14 -2.54
H 1.89 2.31 0.62
H 1.40 0.01 -0.93
H -1.66 1.23 -0.74
H -1.38 1.52 1.02
H -1.55 -1.19 -0.39
H -0.14 -1.98 -1.03
H 0.00 -2.44 1.33
H -0.43 -0.83 1.79
H 1.18 -1.20 1.05



*three*
16
Properties=species:S:1:pos:R:3 method="wB97M-V/def2-TZVPD" charge=0 e_homo_ev=-9.499 smiles="C[C@@H](O)CC(N)=O" lumo_energy_ev=0.8
C 0.39 1.91 -0.94
C 0.03 0.48 -0.56
O 0.95 -0.42 -1.23
C 0.25 0.12 0.91
C -0.80 -0.97 0.97
O -1.98 -0.70 0.74
N -0.40 -2.25 1.07
H 1.45 2.16 -0.77
H -0.23 2.59 -0.34
H 0.17 2.11 -1.99
H -1.21 0.28 -0.47
H 0.66 -0.66 -2.11
H 1.28 -0.19 1.17
H -0.05 0.96 1.54
H -1.08 -2.94 0.80
H 0.56 -2.50 1.19



Energy ordering: *three* at the bottom, the next structure 0.377 eV above.



*one*
19
Properties=species:S:1:pos:R:3 method="wB97M-V/def2-TZVPD" charge=0 e_homo_ev=-8.718 smiles="[H]/N=C/NCC.O.O" lumo_energy_ev=0.7
C -2.05 2.72 -1.57
C -1.38 2.24 -0.23
N -0.27 1.34 -0.46
C -0.11 0.28 -1.38
N 0.16 -0.93 -1.14
H -1.84 2.06 -2.47
H -3.05 2.74 -1.46
H -1.77 3.68 -2.13
H -2.22 1.51 0.21
H -1.04 3.07 0.36
H 0.38 1.02 0.32
H -0.60 0.53 -2.28
H -0.48 -1.53 -1.79
H 1.77 -1.18 3.36
H 2.39 0.19 3.06
O 2.58 -0.68 3.35
H 2.80 -4.99 1.42
H 2.44 -6.35 1.01
O 2.29 -5.75 1.81



*two*
19
Properties=species:S:1:pos:R:3 method="wB97M-V/def2-TZVPD" charge=0 e_homo_ev=-7.811 smiles="C/C(N)=C/N.O.O" lumo_energy_ev=0.7
C -2.03 -2.07 -0.41
C -0.59 -1.32 -0.41
C -0.36 -0.43 -1.40
N 0.72 -0.23 -2.38
N 0.53 -2.14 0.04
H -2.52 -2.49 -1.39
H -1.89 -3.00 0.22
H -2.98 -1.64 0.03
H -1.09 0.38 -1.55
H 1.61 -0.64 -1.93
H 0.89 0.86 -2.19
H 1.41 -1.94 -0.55
H 0.31 -3.13 -0.07
H 3.33 4.55 2.05
H 4.79 4.79 1.75
O 4.21 4.10 2.12
H -3.60 0.91 2.25
H -2.55 0.08 1.34
O -2.78 1.01 1.59



Energy ordering: *one* at the bottom, the next structure 0.158 eV above.



*one*
19
Properties=species:S:1:pos:R:3 method="wB97M-V/def2-TZVPD" charge=0 e_homo_ev=-8.923 smiles=NC[C@H](N)CO.O lumo_energy_ev=0.8
N -0.05 1.29 2.16
C -0.08 0.47 0.93
C 1.30 -0.17 0.69
O 1.33 -1.47 0.13
C -0.53 1.43 -0.19
N -1.14 0.78 -1.36
H 0.70 1.97 2.21
H -0.06 0.72 2.99
H -0.79 -0.32 1.13
H 1.82 -0.24 1.63
H 1.91 0.51 0.08
H 0.68 -1.58 -0.58
H 0.29 2.04 -0.52
H -1.24 2.08 0.29
H -2.12 0.98 -1.53
H -0.60 0.90 -2.20
H -1.17 -1.19 -1.82
H -1.22 -2.65 -1.42
O -0.62 -2.00 -1.83



*two*
19
Properties=species:S:1:pos:R:3 method="wB97M-V/def2-TZVPD" charge=0 e_homo_ev=-8.748 smiles=NCCNCO.O lumo_energy_ev=0.8
C -0.27 0.84 -0.78
N 0.27 -0.40 -0.27
C 0.24 -0.70 1.13
O 0.85 -1.95 1.42
C -1.76 0.98 -1.02
N -2.59 0.71 0.13
H 0.39 1.20 -1.57
H -0.04 1.57 0.02
H 0.02 -1.21 -0.82
H 0.77 0.11 1.65
H -0.76 -0.76 1.59
H 1.70 -1.76 1.87
H -1.89 2.03 -1.29
H -2.05 0.32 -1.85
H -3.26 1.39 0.38
H -2.26 0.22 0.94
H 3.73 -0.87 -1.25
H 3.06 -1.10 0.02
O 3.83 -0.62 -0.32



*three*
19
Properties=species:S:1:pos:R:3 method="wB97M-V/def2-TZVPD" charge=0 e_homo_ev=-9.304 smiles=NCNCCO.O lumo_energy_ev=0.9
C -1.57 -1.23 -0.32
C -1.43 0.06 -1.15
O -0.90 1.19 -0.39
N -0.25 -1.83 0.21
C 0.58 -1.11 1.08
N 1.89 -0.82 0.41
H -2.30 -0.94 0.50
H -2.10 -2.04 -0.98
H -2.46 0.37 -1.48
H -0.72 -0.09 -2.07
H 0.03 1.19 -0.52
H -0.62 -2.40 0.86
H 0.08 -0.16 1.19
H 0.72 -1.52 2.06
H 1.60 -1.05 -0.54
H 2.53 -1.54 0.81
H 1.98 3.90 -0.63
H 1.09 4.25 0.56
O 1.87 3.78 0.39



Energy ordering: *one* at the bottom, the next structure 0.711 eV above.